Entry 1:
Molecular formula: C22H27N8S2W
Method: DFT, ωB97M-V/def2-TZVPD

The geometry in XYZ format:
```
60
C22H27N8S2W ωB97M-V/def2-TZVPD
W -1.957 -0.198 0.348
C 4.442 2.122 -1.442
C 3.437 1.059 -1.910
C 3.823 0.555 -3.307
C 3.482 -0.116 -0.931
C 2.047 1.685 -1.979
C 1.852 2.834 -2.779
C 0.637 3.472 -2.891
C -0.435 2.941 -2.174
S -2.076 3.516 -2.079
C -2.472 2.284 -1.018
N -1.453 1.443 -0.726
C -0.269 1.808 -1.388
C 0.962 1.170 -1.286
C -3.748 1.971 -0.388
C -4.898 2.727 -0.513
C -6.049 2.315 0.159
C -6.039 1.165 0.938
C -4.883 0.400 1.062
C -3.716 0.789 0.401
H 5.429 1.672 -1.332
H 4.156 2.552 -0.480
H 4.540 2.934 -2.161
H 4.811 0.096 -3.277
H 3.868 1.368 -4.031
H 3.116 -0.190 -3.676
H 4.491 -0.524 -0.903
H 2.814 -0.928 -1.229
H 3.236 0.203 0.088
H 2.690 3.237 -3.328
H 0.527 4.353 -3.508
H 1.072 0.277 -0.680
H -4.922 3.628 -1.114
H -6.956 2.898 0.076
H -6.938 0.860 1.456
H -4.908 -0.487 1.685
S -1.374 0.024 2.537
C 0.138 -0.870 2.894
N 1.277 -0.513 2.339
C 2.584 -1.069 2.776
C 2.452 -1.589 4.196
C 1.265 -2.530 4.294
N 0.062 -1.832 3.781
H 1.280 0.320 1.768
H 3.305 -0.258 2.708
H 2.874 -1.851 2.074
H 2.330 -0.756 4.890
H 3.360 -2.119 4.477
H 1.053 -2.824 5.319
H 1.412 -3.431 3.697
H -0.833 -2.008 4.217
N -1.494 -4.804 -2.030
N -2.052 -3.949 -1.133
N -2.938 -4.373 -0.246
C -3.157 -3.299 0.475
N -2.400 -2.271 0.041
N -1.696 -2.721 -1.014
H -2.110 -5.598 -2.178
H -1.206 -4.314 -2.870
H -3.844 -3.257 1.304
```

Properties
orbital gap (alpha / beta): 6.174 / 6.159 eV
HOMO level (alpha / beta): -16.694 / -16.762 eV
LUMO level (alpha / beta): -10.52 / -10.60 eV
ΔE to the lowest compared entry with this formula, charge and spin: 0.098 eV
charge: +3
spin multiplicity: 3

***

Entry 2:
Molecular formula: C22H27NO10
Method: DFT, ωB97M-V/def2-TZVPD

The geometry in XYZ format:
```
60
C22H27NO10 ωB97M-V/def2-TZVPD
C 0.268 3.502 1.989
C 1.041 2.960 0.807
O 1.948 3.550 0.265
N 0.623 1.731 0.415
C 1.184 1.024 -0.709
C 0.089 0.128 -1.292
O -1.012 0.929 -1.623
C -2.099 0.304 -2.135
O -2.113 -0.842 -2.483
C -3.279 1.242 -2.130
C -3.819 1.165 -0.720
C -3.216 1.899 0.293
C -3.664 1.789 1.596
C -4.717 0.943 1.899
C -5.320 0.210 0.894
C -4.870 0.316 -0.410
O -0.336 -0.762 -0.296
C 0.652 -1.696 0.075
C -0.017 -2.639 1.085
O -1.187 -3.174 0.502
C -2.325 -2.465 0.667
C -3.394 -2.981 -0.246
O -2.439 -1.562 1.450
C 1.867 -0.969 0.684
O 2.901 -1.866 1.071
C 3.541 -2.603 0.145
C 4.654 -3.385 0.781
O 3.258 -2.621 -1.022
C 2.361 0.118 -0.279
O 3.338 0.892 0.398
C 4.154 1.637 -0.383
C 4.991 2.553 0.453
O 4.166 1.554 -1.579
H -0.787 3.587 1.738
H 0.370 2.832 2.840
H 0.655 4.482 2.252
H -0.162 1.284 0.867
H 1.550 1.757 -1.437
H 0.447 -0.428 -2.177
H -4.017 0.902 -2.854
H -2.943 2.252 -2.361
H -2.392 2.554 0.048
H -3.190 2.361 2.381
H -5.061 0.851 2.918
H -6.141 -0.452 1.127
H -5.336 -0.265 -1.193
H 0.967 -2.265 -0.812
H 0.641 -3.473 1.328
H -0.287 -2.079 1.988
H -3.235 -2.513 -1.218
H -3.304 -4.057 -0.363
H -4.373 -2.704 0.130
H 1.575 -0.488 1.624
H 4.794 -4.321 0.248
H 5.570 -2.802 0.699
H 4.442 -3.559 1.830
H 2.810 -0.331 -1.175
H 4.386 3.443 0.630
H 5.890 2.834 -0.085
H 5.226 2.092 1.407
```

Properties
orbital gap: 9.912 eV
HOMO level: -9.274 eV
structure (SMILES): CC(=O)N[C@@H]1[C@H](OC(=O)Cc2ccccc2)O[C@H](COC(C)=O)[C@@H](OC(C)=O)[C@@H]1OC(C)=O
LUMO level: 0.64 eV
ΔE to the lowest compared entry with this formula, charge and spin: 0.316 eV
charge: 0

***

Entry 3:
Molecular formula: C22H27NO4S
Method: DFT, ωB97M-V/def2-TZVPD

The geometry in XYZ format:
```
55
C22H27NO4S ωB97M-V/def2-TZVPD
C -6.369 -1.832 0.718
C -4.994 -1.988 1.370
C -4.039 -0.959 0.836
C -3.263 -1.218 -0.283
C -2.409 -0.265 -0.812
C -2.318 0.986 -0.217
O -1.499 2.012 -0.606
C -0.657 1.893 -1.741
C -1.436 2.010 -3.050
C 0.227 0.634 -1.747
O 0.376 -0.011 -2.769
N 0.817 0.255 -0.585
C 0.943 1.079 0.605
C 2.363 1.535 0.845
C 3.011 1.265 2.042
C 4.317 1.678 2.242
C 4.988 2.367 1.248
C 4.344 2.655 0.056
C 3.038 2.244 -0.143
C 1.502 -1.035 -0.634
C 1.549 -1.764 0.713
C 2.302 -3.050 0.461
S 3.762 -2.398 -0.422
O 4.720 -1.937 0.545
O 4.223 -3.319 -1.422
C 2.930 -0.955 -1.167
C -3.097 1.257 0.908
C -3.944 0.298 1.422
H -6.773 -0.842 0.919
H -6.292 -1.956 -0.360
H -7.062 -2.575 1.106
H -4.612 -2.990 1.167
H -5.094 -1.873 2.451
H -3.322 -2.187 -0.760
H -1.827 -0.516 -1.684
H 0.010 2.764 -1.658
H -2.162 1.208 -3.141
H -1.960 2.962 -3.074
H -0.747 1.950 -3.887
H 0.309 1.958 0.491
H 0.570 0.523 1.470
H 2.491 0.736 2.828
H 4.813 1.454 3.174
H 6.009 2.682 1.400
H 4.859 3.199 -0.722
H 2.540 2.459 -1.078
H 0.916 -1.645 -1.334
H 2.121 -1.181 1.435
H 0.541 -1.937 1.093
H 2.624 -3.554 1.365
H 1.784 -3.733 -0.204
H 2.977 -1.029 -2.248
H 3.459 -0.074 -0.818
H -3.018 2.232 1.363
H -4.539 0.528 2.294
```

Properties
orbital gap: 9.134 eV
HOMO level: -8.588 eV
structure (SMILES): CCc1ccc(O[C@H](C)C(=O)N(Cc2ccccc2)[C@@H]2CCS(=O)(=O)C2)cc1
LUMO level: 0.55 eV
ΔE to the lowest compared entry with this formula, charge and spin: 0.121 eV
charge: 0

***

Entry 4:
Molecular formula: C22H28BF3MoN12S
Method: DFT, ωB97M-V/def2-TZVPD

The geometry in XYZ format:
```
68
C22H28BF3MoN12S ωB97M-V/def2-TZVPD
Mo 0.426 0.283 -0.430
C -1.968 -3.406 -0.400
C -0.851 -2.675 -0.735
N -0.959 -1.404 -0.292
N -2.164 -1.320 0.343
C -2.770 -2.508 0.286
B -2.514 0.018 1.080
N -2.435 1.156 0.003
C -3.416 1.962 -0.397
C -2.953 2.759 -1.439
C -1.647 2.371 -1.621
N -1.320 1.394 -0.739
N -1.315 0.189 2.076
C -1.319 0.201 3.407
C -0.005 0.162 3.864
C 0.764 0.124 2.723
N -0.033 0.141 1.627
N -3.809 0.111 1.791
C -4.980 -0.595 1.883
C -5.829 0.097 2.697
C -5.111 1.249 3.073
N -3.906 1.262 2.544
H -2.172 -4.440 -0.610
H 0.040 -3.018 -1.241
H -3.725 -2.672 0.745
H -4.377 1.935 0.086
H -3.499 3.515 -1.975
H -0.925 2.750 -2.322
H -2.249 0.249 3.946
H 0.331 0.165 4.885
H 1.838 0.095 2.627
H -5.168 -1.507 1.350
H -6.834 -0.173 2.968
H -5.427 2.059 3.710
N 0.111 -0.521 -2.517
C 1.122 -0.152 -3.542
C 1.321 1.325 -3.383
N 1.578 1.553 -1.933
C 1.806 3.007 -1.625
C 1.216 3.322 -0.272
N 1.336 2.085 0.542
H -0.061 -1.522 -2.542
H -0.791 -0.107 -2.770
H 0.783 -0.420 -4.544
H 2.039 -0.708 -3.332
H 0.429 1.879 -3.677
H 2.157 1.702 -3.975
H 2.492 1.115 -1.743
H 1.367 3.619 -2.411
H 2.883 3.181 -1.639
H 0.159 3.565 -0.330
H 1.727 4.155 0.213
H 0.902 2.242 1.451
H 2.325 1.889 0.723
F 5.858 -1.748 -1.926
C 5.848 -2.157 -0.659
F 6.351 -3.386 -0.611
F 6.611 -1.350 0.066
C 4.407 -2.168 -0.124
C 3.959 -3.299 0.555
C 2.682 -3.282 1.066
C 1.858 -2.183 0.804
N 2.234 -1.105 0.119
C 3.565 -1.051 -0.271
S 4.256 0.430 -0.743
H 4.613 -4.147 0.697
H 2.293 -4.106 1.647
H 0.842 -2.189 1.173
```

Properties
orbital gap (alpha / beta): 6.725 / 4.523 eV
HOMO level (alpha / beta): -16.507 / -16.507 eV
LUMO level (alpha / beta): -9.78 / -11.98 eV
ΔE to the lowest compared entry with this formula, charge and spin: 0.181 eV
charge: +3
spin multiplicity: 4

***

Entry 5:
Molecular formula: C22H28BMoN8S2
Method: DFT, ωB97M-V/def2-TZVPD

The geometry in XYZ format:
```
62
C22H28BMoN8S2 ωB97M-V/def2-TZVPD
Mo -0.063 -1.690 -0.912
C 4.609 -1.372 0.864
C 3.307 -0.809 0.277
C 2.553 -1.972 -0.372
C 2.645 0.122 1.287
C 3.379 1.049 2.033
C 2.463 1.875 2.644
N 1.230 1.469 2.337
N 1.345 0.389 1.530
B 0.002 2.392 2.122
N -0.009 2.826 0.649
C -0.196 4.034 0.075
C -0.261 3.853 -1.283
C -0.100 2.457 -1.472
N 0.051 1.862 -0.305
C -0.162 1.767 -2.816
C 0.734 2.530 -3.807
C 0.169 0.278 -3.075
N -1.253 1.489 2.337
C -2.477 1.916 2.650
C -3.414 1.127 2.018
C -2.703 0.199 1.251
N -1.396 0.433 1.504
C -3.378 -0.700 0.220
C -4.720 -1.203 0.771
C -2.660 -1.899 -0.410
H 5.122 -1.969 0.110
H 5.298 -0.593 1.178
H 4.399 -2.013 1.721
H 3.571 -0.125 -0.538
H 2.194 -2.703 0.346
H 1.794 -1.539 -1.088
H 3.228 -2.475 -1.064
H 4.449 1.125 2.100
H 2.605 2.745 3.263
H 0.002 3.304 2.888
H -0.274 4.929 0.671
H -0.408 4.617 -2.026
H -1.192 1.911 -3.159
H 1.770 2.521 -3.463
H 0.696 2.076 -4.798
H 0.419 3.566 -3.905
H -0.125 -0.650 -2.508
H -0.357 0.044 -4.003
H 1.230 0.146 -3.288
H -2.600 2.778 3.284
H -4.481 1.230 2.084
H -3.590 -0.005 -0.601
H -4.564 -1.849 1.636
H -5.382 -0.393 1.063
H -5.237 -1.779 0.005
H -2.336 -2.634 0.319
H -3.352 -2.384 -1.098
H -1.895 -1.503 -1.148
S -0.048 -0.595 0.802
C -0.099 -3.790 0.589
C -0.085 -2.797 1.354
N -0.070 -1.726 2.067
C -0.093 -4.645 -0.471
S -0.071 -3.974 -2.025
C -0.105 -6.068 -0.283
N -0.112 -7.207 -0.133
```

Properties
orbital gap: 6.547 eV
HOMO level: -10.773 eV
LUMO level: -4.23 eV
ΔE to the lowest compared entry with this formula, charge and spin: 9.401 eV
charge: +1

***

Entry 6:
Molecular formula: C22H28BN7OS7Ti
Method: DFT, ωB97M-V/def2-TZVPD

The geometry in XYZ format:
```
67
C22H28BN7OS7Ti ωB97M-V/def2-TZVPD
Ti 0.250 0.112 -0.656
C 1.532 2.311 2.796
C 1.751 1.992 1.352
O 1.387 0.897 0.891
N 2.337 2.900 0.574
C 2.789 2.588 -0.780
C 1.767 2.782 -1.874
C 1.945 3.820 -2.774
C 1.065 3.974 -3.834
C 0.023 3.076 -3.957
C -0.103 2.074 -3.012
N 0.743 1.915 -1.984
H 1.656 1.398 3.374
H 0.501 2.646 2.924
H 2.205 3.082 3.164
H 2.652 3.757 0.999
H 3.148 1.559 -0.792
H 3.643 3.232 -0.985
H 2.782 4.492 -2.651
H 1.200 4.774 -4.548
H -0.689 3.137 -4.766
H -0.917 1.361 -3.069
C -4.586 -2.207 -1.529
N -3.350 -2.489 -2.235
C -3.092 -3.600 -3.008
C -1.823 -3.477 -3.447
N -1.296 -2.310 -2.932
B 0.120 -1.731 -3.160
N 1.254 -2.690 -2.712
C 1.495 -3.983 -3.133
C 2.670 -4.389 -2.609
N 3.159 -3.337 -1.865
C 4.422 -3.324 -1.144
C 2.293 -2.310 -1.951
S 2.565 -0.777 -1.236
C -2.255 -1.708 -2.213
S -2.220 -0.167 -1.448
H -5.276 -3.027 -1.707
H -5.022 -1.277 -1.889
H -4.387 -2.119 -0.462
H -3.829 -4.362 -3.175
H -1.264 -4.125 -4.092
H 0.186 -0.758 -2.422
H 0.275 -1.374 -4.298
H 0.819 -4.519 -3.770
H 3.201 -5.319 -2.694
H 4.673 -4.343 -0.863
H 4.316 -2.722 -0.245
H 5.210 -2.904 -1.768
C 0.439 -6.642 -0.351
S -0.273 -4.993 -0.177
C 0.982 -4.160 0.729
C 0.894 -2.850 1.030
S -0.457 -1.850 0.539
S 2.189 -2.215 2.013
C 3.144 -3.645 2.114
S 4.604 -3.739 2.851
S 2.393 -4.999 1.326
H -0.290 -7.214 -0.923
H 0.578 -7.127 0.613
H 1.377 -6.615 -0.902
C -2.625 3.447 1.457
C -1.748 2.478 0.821
N -1.081 1.683 0.334
H -2.397 3.508 2.519
H -3.658 3.129 1.330
H -2.491 4.425 0.998
```

Properties
orbital gap (alpha / beta): 6.428 / 6.458 eV
HOMO level (alpha / beta): -9.064 / -9.053 eV
LUMO level (alpha / beta): -2.64 / -2.60 eV
ΔE to the lowest compared entry with this formula, charge and spin: 0.000 eV
charge: +1
spin multiplicity: 2

***

Entry 7:
Molecular formula: C22H28F7N3O10
Method: DFT, ωB97M-V/def2-TZVPD

The geometry in XYZ format:
```
70
C22H28F7N3O10 ωB97M-V/def2-TZVPD
C -1.922 2.014 -0.871
C -1.227 0.633 -1.417
O -1.099 -0.376 -0.367
C 0.050 -0.057 0.501
C 1.214 -1.151 0.393
C 2.503 -0.913 1.336
C 3.750 -1.598 0.521
N 4.705 -1.761 -0.216
C 2.354 -1.852 2.678
N 0.933 -2.088 3.075
C 0.951 -2.100 4.594
C 2.781 0.621 1.746
C 1.894 0.960 3.063
N 1.241 1.262 4.030
C 4.316 0.998 2.000
F 4.999 0.019 2.827
F 5.080 1.158 0.778
C 4.541 2.412 2.789
F 4.434 2.280 4.211
F 5.939 2.726 2.556
C 3.717 3.650 2.176
F 4.577 4.806 2.312
F 3.474 3.548 0.765
F 2.538 3.992 2.915
H -2.177 1.824 0.235
H -2.822 2.344 -1.515
H -1.056 2.790 -0.864
H -1.923 0.267 -2.273
H -0.210 0.846 -1.942
H 0.430 0.972 0.113
H -0.353 0.076 1.578
H 1.605 -1.107 -0.703
H 0.737 -2.200 0.493
H 2.789 -2.893 2.388
H 3.033 -1.485 3.540
H 0.646 -3.058 2.817
H 1.461 -1.152 5.024
H -0.122 -2.093 5.031
H 1.569 -3.000 4.994
H 2.409 1.275 0.882
O -3.735 2.079 -3.709
C -3.583 3.276 -3.792
O -2.709 3.883 -4.640
C -2.989 5.275 -4.602
C -3.650 5.450 -3.270
O -4.264 4.189 -3.048
H -2.071 5.858 -4.693
H -3.653 5.525 -5.435
H -2.930 5.640 -2.468
H -4.393 6.249 -3.275
O 0.012 -5.325 0.535
C 0.667 -5.163 -0.457
O 1.968 -4.758 -0.462
C 2.442 -4.907 -1.794
C 1.188 -4.851 -2.610
O 0.205 -5.360 -1.722
H 3.141 -4.107 -2.048
H 2.957 -5.868 -1.880
H 0.917 -3.829 -2.890
H 1.251 -5.462 -3.512
O -6.703 -1.367 1.274
C -5.876 -1.220 0.418
O -4.751 -1.979 0.296
C -4.159 -1.650 -0.953
C -4.685 -0.274 -1.224
O -5.940 -0.272 -0.558
H -3.070 -1.673 -0.884
H -4.484 -2.378 -1.702
H -4.055 0.508 -0.792
H -4.811 -0.079 -2.291
```

Properties
orbital gap: 9.847 eV
HOMO level: -9.735 eV
structure (SMILES): CCOCC[C@](C#N)(CNC)[C@@H](C#N)C(F)(F)C(F)(F)C(F)(F)F.O=C1OCCO1.O=C1OCCO1.O=C1OCCO1
LUMO level: 0.11 eV
charge: 0